[1]
Here is a molecular structure, C15H20IrN10O2 from the Open Molecules 2025 dataset. Energies are from the ωB97M-V functional and the def2-TZVPD basis.

```
48
Properties=species:S:1:pos:R:3:forces:R:3:mulliken_spin:R:1
Ir 1.233 -0.457 -0.451 0.51 0.31 0.32 0.0011
C -2.002 -2.639 -4.585 0.06 0.06 0.18 0.1609
C -1.588 -3.324 -3.398 -0.16 -0.04 -0.31 0.2672
C -1.125 -2.615 -2.247 0.12 0.19 0.16 0.1476
C -1.108 -1.258 -2.294 -0.05 -0.11 -0.10 0.1020
C -1.537 -0.562 -3.479 0.03 -0.06 0.12 0.2668
C -1.961 -1.268 -4.618 -0.06 -0.14 -0.13 0.0029
N -0.717 -0.482 -1.116 -0.31 0.02 0.05 0.0023
N -1.635 0.288 -0.774 0.09 -0.25 -0.16 0.0213
C -0.726 0.555 1.586 0.15 0.06 0.16 -0.0024
C -1.518 0.171 2.769 -0.10 -0.02 -0.03 -0.0003
C -0.974 0.332 3.981 0.02 0.00 0.04 -0.0002
C 0.295 1.032 4.163 0.03 0.02 0.06 0.0001
C 1.011 1.462 3.128 0.01 -0.02 -0.02 -0.0001
N 0.597 1.165 1.780 -0.16 -0.05 -0.14 0.0004
H -2.346 -3.217 -5.435 0.02 0.00 -0.01 0.0072
H -1.640 -4.408 -3.386 0.04 0.00 0.10 -0.0061
H -0.849 -3.162 -1.354 -0.01 -0.03 -0.02 0.0119
H -1.520 0.521 -3.484 -0.01 0.04 -0.05 0.0131
H -2.262 -0.738 -5.514 0.01 0.11 0.06 0.0021
H -2.511 -0.237 2.627 0.01 0.01 0.02 0.0000
H -1.521 0.027 4.864 -0.01 0.00 -0.01 0.0000
H 0.606 1.289 5.168 0.01 0.01 0.00 0.0000
H 1.866 2.119 3.187 0.00 0.00 0.05 0.0000
N 2.008 -2.329 0.393 -0.15 0.07 -0.05 0.0000
N 3.400 -2.120 0.678 0.06 -0.06 -0.05 0.0000
C 4.013 -0.955 0.371 0.00 0.07 0.04 0.0002
N 5.291 -0.751 0.517 0.03 0.00 0.01 0.0001
N 3.110 -0.051 -0.071 -0.31 -0.12 -0.02 0.0005
N 3.230 1.183 -0.638 -0.03 -0.02 -0.20 -0.0001
O 2.064 1.488 -1.090 -0.10 -0.13 0.15 -0.0003
O 4.201 1.830 -0.703 0.06 0.02 0.07 0.0002
H 1.536 -2.519 1.282 -0.02 0.02 -0.01 0.0000
H 1.944 -3.156 -0.203 0.00 0.00 0.05 -0.0001
H 3.898 -2.893 1.107 0.01 0.01 0.00 0.0000
H 5.924 -1.480 0.833 0.01 0.01 0.00 0.0000
H 5.705 0.155 0.322 -0.01 -0.01 -0.01 0.0000
C -2.124 3.078 1.603 0.05 -0.03 0.00 0.0001
N -2.156 2.158 0.442 -0.06 -0.01 -0.10 0.0057
C -3.030 2.642 -0.656 0.00 -0.01 0.04 -0.0012
C -1.481 1.065 0.402 0.01 0.23 -0.09 -0.0055
N 0.516 -0.190 1.397 0.22 -0.13 -0.20 0.0015
H -2.071 4.092 1.209 -0.01 0.00 0.00 0.0001
H -1.272 2.877 2.242 0.01 -0.02 0.02 0.0001
H -3.059 2.954 2.151 -0.01 0.00 0.00 0.0004
H -2.488 3.409 -1.210 0.03 0.00 0.01 0.0002
H -3.906 3.094 -0.196 0.01 0.00 0.03 0.0000
H -3.322 1.825 -1.304 0.01 -0.01 -0.01 0.0003
```
Positions in Å, forces in eV/Å.

DFT total energy: -1384.03374 Eh
⟨S²⟩: 0.771
Gap between HOMO and LUMO (spin up / spin down): 5.7 / 3.8 eV
2S+1: 2
ΔE to the lowest compared entry with this formula, charge and spin: 0.0 kcal/mol
Lowest unoccupied orbital energy (spin up / spin down): -14.490 / -16.351 eV
Charge: +4


[2]
Here is a molecular structure, C15H20IrNO7S from the Open Molecules 2025 dataset. Energies are from the ωB97M-V functional and the def2-TZVPD basis.

```
45
Properties=species:S:1:pos:R:3:forces:R:3:mulliken_charge:R:1
Ir -0.228 -0.386 -0.420 1.04 -0.66 -0.20 3.1766
C 2.264 -1.162 -1.790 -0.07 -0.12 -0.16 -0.7073
C 1.223 -2.029 -2.476 -0.03 0.17 0.05 -0.3466
O -0.030 -1.964 -1.702 -0.04 -0.10 0.07 -0.7237
C -1.257 -2.025 -2.491 0.04 0.14 0.04 -0.7100
C -1.601 -0.628 -2.946 -0.06 0.02 0.03 -0.5556
O -1.743 0.215 -1.765 0.02 0.22 0.07 -0.6681
C -2.109 1.605 -2.120 -0.12 -0.09 0.10 -0.6480
C -1.074 2.592 -1.604 0.06 -0.06 0.17 -0.5939
O 0.134 1.890 -1.754 0.03 0.36 -0.53 -0.2728
C 1.369 2.475 -1.407 -0.12 -0.14 0.08 -0.5853
C 2.339 1.275 -1.274 0.14 -0.09 0.04 -0.5223
O 1.592 0.085 -1.610 -0.49 0.14 -0.19 -0.7300
H 3.123 -1.040 -2.452 0.00 0.01 -0.01 0.5124
H 2.596 -1.568 -0.835 0.00 -0.03 0.01 0.2674
H 1.504 -3.078 -2.532 0.06 0.01 0.01 0.4542
H 1.015 -1.632 -3.470 0.04 -0.04 -0.02 0.3473
H -2.013 -2.436 -1.823 0.00 0.01 0.01 0.3507
H -1.105 -2.704 -3.328 -0.02 0.04 -0.05 0.4566
H -2.551 -0.621 -3.481 0.01 -0.05 -0.02 0.5115
H -0.818 -0.197 -3.574 0.00 -0.02 -0.02 0.3904
H -3.098 1.782 -1.704 0.01 0.01 0.00 0.3511
H -2.160 1.631 -3.206 0.02 0.05 0.00 0.4890
H -1.237 2.854 -0.556 -0.04 0.02 0.00 0.2936
H -1.111 3.504 -2.206 -0.02 0.00 -0.02 0.4920
H 1.292 3.012 -0.458 0.02 0.02 -0.01 0.2992
H 1.695 3.166 -2.186 0.05 0.02 0.03 0.4415
H 2.724 1.167 -0.259 0.02 0.05 0.00 0.3255
H 3.174 1.358 -1.969 -0.01 -0.03 0.00 0.3749
O 0.932 -1.548 0.893 -0.52 0.41 0.92 -0.5900
C 0.023 -1.414 1.759 -0.20 -0.04 -0.41 0.5757
N -1.230 -1.105 1.195 0.25 -0.12 0.06 -0.5909
S -1.510 0.370 1.934 -0.22 -0.03 -0.09 1.0743
O -2.837 0.839 2.024 0.03 0.06 -0.02 -0.6021
O -0.564 1.130 1.024 -0.07 0.04 0.03 -0.6038
C -0.736 -0.031 3.443 -0.06 0.04 0.07 0.4196
C -0.869 0.554 4.681 0.06 -0.06 -0.02 -0.7428
C -0.097 0.003 5.703 0.00 0.02 0.02 -0.5520
C 0.765 -1.064 5.468 0.01 0.00 0.01 -0.5463
C 0.897 -1.634 4.204 0.00 0.03 -0.01 -0.6837
C 0.116 -1.113 3.191 0.20 -0.18 -0.03 0.4748
H -1.533 1.390 4.854 -0.01 0.00 -0.01 0.5048
H -0.170 0.416 6.700 0.00 0.00 0.00 0.4436
H 1.344 -1.463 6.290 0.00 0.00 0.00 0.4281
H 1.560 -2.471 4.033 -0.01 0.00 0.00 0.5202
```
Positions in Å, forces in eV/Å.

DFT total energy: -1666.82465 Eh
Gap between HOMO and LUMO: 8.7 eV
2S+1: 1
ΔE to the lowest compared entry with this formula, charge and spin: 16.5 kcal/mol
Lowest unoccupied orbital energy: -7.135 eV
Charge: +2


[3]
Here is a single C15H20N2O2S molecule from the Open Molecules 2025 dataset. Energies are from the ωB97M-V functional and the def2-TZVPD basis.

```
40
Properties=species:S:1:pos:R:3:forces:R:3:mulliken_charge:R:1
C 6.824 1.120 0.654 -8.27 0.60 -0.31 -1.8544
C 6.171 0.116 -0.286 -3.75 2.35 2.29 0.9537
O 6.749 -0.483 -1.117 1.25 -1.33 -1.46 -0.5360
C 4.608 0.012 -0.113 -1.88 -2.45 -2.05 0.4241
C 3.870 -1.099 -0.958 -3.34 6.93 7.89 -1.1685
C 2.426 -1.149 -0.627 10.16 8.48 9.45 -0.7978
C 1.687 -0.354 0.355 3.13 2.71 -3.64 0.7387
N 0.293 -0.175 0.237 4.29 -7.63 -3.48 -0.1012
C -0.443 -1.501 0.020 -3.16 7.88 1.73 0.0487
S 0.006 -3.021 0.007 0.82 -1.01 -0.23 -0.2754
N -1.754 -0.903 0.113 -0.85 -5.63 -3.00 0.1334
C -2.796 -2.046 -0.043 0.05 0.87 4.88 -0.8228
C -4.127 -1.528 0.857 8.53 4.04 -3.32 -1.1804
C -4.623 -0.528 -0.058 -1.47 7.18 0.24 -0.4541
C -3.454 0.519 -0.911 -6.57 -1.86 0.87 0.2213
C -3.988 1.921 -0.992 0.10 -4.16 -10.46 -1.0405
O -4.049 2.658 -0.039 -2.83 6.30 14.21 -0.4655
C -2.247 0.543 -0.303 2.23 -5.07 10.12 -1.1881
C 2.453 0.778 0.772 -4.14 1.05 4.06 -0.6397
C 3.786 0.913 0.671 4.64 -1.36 -0.44 -0.4179
H 6.438 2.151 0.613 -0.24 -0.25 -0.94 0.3936
H 6.584 0.962 1.641 -0.08 -1.24 2.46 0.4883
H 7.719 1.167 0.449 9.26 0.26 -1.58 0.5699
H 4.424 -1.557 -1.646 1.56 -2.25 -2.76 0.5925
H 2.001 -1.612 -1.208 -8.45 -9.05 -10.19 0.9091
H -0.017 0.456 0.843 -2.24 2.79 3.29 0.2208
H -3.020 -2.402 -1.062 0.13 0.28 0.48 0.2741
H -2.358 -2.837 0.669 -0.70 0.79 -1.88 0.5448
H -3.777 -1.174 1.803 -0.01 -0.11 0.52 0.3421
H -4.763 -2.198 0.790 -5.80 -6.88 0.71 0.5803
H -5.391 -0.828 -0.764 0.39 -0.43 -0.33 0.3642
H -5.309 0.262 0.655 1.64 -1.47 -1.91 0.1485
H -3.343 0.108 -1.852 -0.27 -0.71 -2.34 0.4979
H -3.218 2.464 -1.694 -1.32 -0.90 0.38 0.3317
H -4.988 1.944 -1.459 0.18 -0.79 -1.16 0.4293
H -4.823 2.434 0.783 3.33 0.53 -3.84 0.3715
H -1.417 0.982 -0.618 3.08 2.51 -1.82 0.9595
H -2.388 0.657 0.920 0.12 1.83 -2.91 0.2100
H 1.872 1.620 1.573 1.59 -2.49 -2.58 0.0453
H 4.382 1.610 1.323 -1.11 -0.32 -0.95 0.1493
```
Positions in Å, forces in eV/Å.

DFT total energy: -1241.29381 Eh
Gap between HOMO and LUMO: 8.2 eV
2S+1: 1
ΔE to the lowest compared entry with this formula, charge and spin: 332.6 kcal/mol
Lowest unoccupied orbital energy: 0.174 eV
SMILES: CC(=O)c1ccc(NC(=S)N2CCC[C@@H](CO)C2)cc1


[4]
Here is a single C15H20N2O3 molecule from the Open Molecules 2025 dataset. Energies are from the ωB97M-V functional and the def2-TZVPD basis.

```
40
Properties=species:S:1:pos:R:3:forces:R:3:mulliken_charge:R:1
C -5.743 -1.197 0.236 -1.59 5.91 -1.38 -1.4417
C -4.464 -0.389 0.659 -7.45 8.64 -6.53 -0.5677
O -3.576 -0.085 -0.449 -10.15 -5.92 -0.81 -0.3479
C -2.525 0.482 -0.235 2.98 0.17 -6.89 0.3143
C -2.164 0.895 0.852 0.26 4.44 14.61 1.4029
C -1.035 1.646 1.154 -0.70 -1.49 -0.84 -2.0271
C -0.222 1.731 0.172 5.26 2.82 -9.57 0.7784
O 0.932 2.633 0.130 0.00 -2.44 0.44 -0.4623
C 2.081 2.302 -0.842 -4.33 15.41 1.58 -0.8760
C 2.717 1.184 -0.809 0.96 -10.27 -4.81 0.4932
O 3.512 0.884 0.156 2.84 -0.25 8.44 -0.4126
C 3.959 -0.433 0.568 1.67 -0.30 -5.79 -0.4349
C 3.131 -1.496 1.292 -1.74 3.96 0.31 -0.7717
N 1.946 -1.874 0.551 -0.22 1.61 -0.50 0.1751
C 0.548 -1.389 0.774 4.18 -7.50 -7.77 -0.7334
C -0.058 -2.174 -0.438 -0.59 5.16 7.88 -0.2876
N 0.825 -2.869 -0.963 4.06 -2.74 -5.45 -0.7381
C 2.137 -2.582 -0.634 -7.65 0.94 3.71 -0.1918
C -0.554 1.335 -1.334 -5.67 -1.99 8.59 -0.6657
C -1.793 0.679 -1.406 5.42 2.43 0.77 -0.7801
H -5.444 -2.130 0.032 0.81 -3.46 -1.92 0.4021
H -6.518 -1.332 0.974 0.32 0.40 1.14 0.4459
H -6.410 -0.535 -0.556 2.12 -2.22 1.26 0.2569
H -4.927 0.789 1.090 1.69 -3.65 -0.90 0.2742
H -4.077 -0.913 1.299 4.98 -4.93 7.29 0.5571
H -2.846 0.930 1.885 1.33 -0.79 -3.18 0.0547
H -0.692 2.041 2.018 0.20 1.07 3.10 0.5347
H 1.670 2.788 -1.839 1.36 -1.67 1.72 0.2650
H 2.846 3.224 -0.349 -1.92 -2.39 -1.70 0.1866
H 3.336 1.005 -1.693 -0.30 0.55 -1.21 0.3063
H 1.921 0.446 -0.952 -0.27 -0.91 0.04 0.0216
H 4.301 -0.688 -0.564 -0.31 -1.06 2.45 0.3180
H 4.877 -0.321 1.122 0.15 0.57 0.23 0.3103
H 2.790 -0.759 2.088 0.17 -1.81 0.19 0.2838
H 3.694 -2.370 1.596 0.25 0.25 0.28 0.4086
H 0.329 -0.682 1.425 -0.87 2.95 3.03 0.8775
H -1.124 -2.121 -0.387 -0.57 -0.77 -1.24 0.4573
H 2.943 -2.965 -1.156 1.72 -0.61 -0.19 0.4825
H 0.025 1.596 -2.074 2.97 1.00 -3.77 0.6263
H -2.012 0.179 -2.260 -1.37 -1.11 -2.60 0.5056
```
Positions in Å, forces in eV/Å.

DFT total energy: -918.30670 Eh
Gap between HOMO and LUMO: 8.5 eV
2S+1: 1
ΔE to the lowest compared entry with this formula, charge and spin: 357.0 kcal/mol
Lowest unoccupied orbital energy: 0.741 eV
SMILES: CCOc1ccc(OCCOCCn2ccnc2)cc1


[5]
Here is a molecular structure, C15H20N2O4 from the Open Molecules 2025 dataset. Energies are from the ωB97M-V functional and the def2-TZVPD basis.

```
41
Properties=species:S:1:pos:R:3:forces:R:3:mulliken_charge:R:1
C 1.399 2.086 -1.520 -0.03 2.11 -0.09 -2.0173
C 1.004 2.285 -0.189 -1.42 2.52 6.17 0.7241
C 2.212 2.413 0.751 3.75 5.69 0.24 -0.5664
H 2.875 3.396 0.384 -1.67 -1.86 0.31 0.3543
H 3.103 1.715 0.611 -1.82 -0.07 0.69 0.2416
C 1.953 2.928 2.296 1.39 -3.76 -2.77 -1.0116
N 1.324 1.856 2.950 1.26 -7.01 3.80 -0.2557
C 2.186 0.725 3.666 -0.45 4.54 -0.41 0.6565
O 3.238 1.024 4.219 -2.10 -1.09 -1.30 -0.5936
C 1.402 -0.544 3.845 3.02 -2.77 3.56 -0.4828
H 2.152 -1.437 4.136 -1.14 1.89 -1.76 0.2920
H 0.941 -0.632 4.935 -0.52 0.96 -2.76 0.3628
O 0.606 -0.816 2.718 -6.37 4.13 15.19 -0.2788
C 0.956 -1.195 1.711 11.92 -2.44 -13.40 0.6822
O 2.320 -1.212 1.427 -6.38 -0.70 0.98 -0.7719
C -0.052 -1.229 0.694 4.39 -2.50 -6.54 0.2786
C -1.381 -1.212 0.802 -1.36 -0.05 7.42 -0.2935
C -2.309 -1.417 -0.088 6.17 -1.62 -6.15 -0.9736
C -1.899 -1.826 -1.469 -1.76 4.17 7.74 1.0298
C -0.582 -1.630 -1.633 5.69 -1.86 -3.03 -0.4549
C 0.516 -1.539 -0.697 -18.14 0.85 4.58 -1.5926
H 1.395 -1.454 -0.711 12.77 0.73 -1.56 1.2162
H -0.237 -1.843 -2.649 0.11 0.40 0.10 0.3153
N -2.952 -1.751 -2.277 9.23 -1.16 -7.91 -0.3044
C -2.553 -2.228 -3.744 -13.19 4.17 3.03 0.5223
O -1.680 -2.017 -4.397 9.00 -0.01 -3.06 -0.3098
C -3.979 -1.989 -4.582 0.39 -6.48 13.41 -1.4536
H -4.692 -1.402 -4.234 -2.23 4.10 1.51 0.4284
H -3.890 -2.117 -5.459 1.36 -1.42 -11.88 0.4759
H -4.610 -2.950 -4.120 1.32 1.38 -1.70 0.2860
H -3.784 -1.954 -2.015 -6.66 -1.94 2.23 0.2177
H -3.217 -1.559 0.084 -7.81 -0.66 2.07 0.6724
H -1.746 -1.260 1.932 0.54 0.72 -2.20 0.0761
H 0.571 1.389 2.440 0.32 0.57 0.06 0.2689
H 2.866 3.126 2.851 -0.06 0.64 -0.25 0.3851
H 1.109 3.488 2.464 -0.98 3.66 -0.87 0.5185
H 0.620 1.376 0.224 -1.70 -0.48 0.06 -0.3709
H 0.232 3.349 0.068 2.15 -3.47 -0.97 0.2130
H 0.603 1.863 -2.085 -2.88 0.01 -2.77 0.5117
H 1.998 2.899 -1.727 0.96 2.00 -1.71 0.4962
H 1.983 1.295 -1.609 2.94 -3.88 -0.10 0.5059
```
Positions in Å, forces in eV/Å.

DFT total energy: -993.54263 Eh
Gap between HOMO and LUMO: 8.4 eV
2S+1: 1
ΔE to the lowest compared entry with this formula, charge and spin: 370.1 kcal/mol
Lowest unoccupied orbital energy: -0.258 eV


[6]
Here is a molecular structure, C15H20N2O5 from the Open Molecules 2025 dataset. Energies are from the ωB97M-V functional and the def2-TZVPD basis.

```
42
Properties=species:S:1:pos:R:3:forces:R:3:mulliken_charge:R:1
C -5.175 -1.212 1.835 4.40 9.32 1.71 -1.2824
H -6.103 -1.338 2.079 -5.81 0.81 1.68 0.4639
O -5.089 -0.081 0.776 -5.36 -3.91 5.30 -0.4061
C -4.017 0.170 0.195 3.44 1.99 -5.12 0.6590
C -2.809 -0.554 0.324 -8.05 -1.20 4.88 -0.7676
C -1.761 -0.003 -0.126 6.40 0.17 -1.44 0.3327
C -1.870 1.001 -0.922 0.68 9.36 -9.35 0.7032
C -3.042 1.726 -1.458 -1.85 -1.57 3.74 -0.7027
C -4.206 1.276 -0.789 8.09 -3.75 1.15 -1.0240
H -5.079 1.649 -0.891 -6.01 2.57 -0.62 0.6553
H -3.163 2.720 -2.021 1.02 -1.97 0.52 0.1935
C -0.655 1.707 -1.907 1.22 -3.79 6.02 -1.3405
C 0.615 1.814 -1.001 -0.06 6.75 2.52 0.8509
O 1.766 2.132 -1.212 0.07 -2.35 -2.33 -0.6217
O 0.168 2.275 0.203 -0.81 -0.71 4.04 -0.3247
C 1.049 2.624 1.460 4.36 2.79 -15.31 -1.1544
C 2.635 2.346 1.037 -4.54 15.07 2.56 0.9275
O 3.296 3.410 1.013 -0.66 -0.20 0.21 -0.7774
N 3.224 1.342 0.827 -4.43 -13.16 1.26 0.0297
C 2.396 0.073 0.880 1.14 3.39 -1.31 0.8296
O 1.259 -0.151 1.095 -3.81 1.42 2.60 -0.6515
N 3.047 -0.845 0.329 8.19 -4.13 -4.96 -0.2709
H 4.009 -0.577 -0.253 -3.40 -1.17 2.18 0.3504
C 2.534 -2.187 0.017 6.65 2.53 -9.04 -0.4035
C 3.649 -3.147 -0.186 -2.00 -5.91 9.44 -1.4533
H 3.303 -4.275 -0.135 0.25 2.28 -1.48 0.3662
H 4.038 -3.471 1.074 -0.28 1.49 -3.06 0.2787
H 4.521 -3.014 -0.661 2.56 1.02 -2.19 0.4583
C 1.990 -2.274 -1.479 1.49 4.89 -2.85 -0.9409
H 1.629 -3.228 -1.745 -1.06 -0.89 0.06 0.4876
H 1.347 -1.334 -1.767 0.39 -2.15 0.71 0.0449
H 2.850 -2.101 -2.423 -1.72 -0.50 3.14 0.2497
H 1.795 -2.343 0.558 -6.18 -2.20 5.49 0.8498
H 4.073 1.115 0.596 5.93 0.02 -1.39 -0.1249
H 0.919 3.646 1.577 0.27 1.92 -0.30 0.3846
H 0.932 2.232 2.239 -3.23 -7.09 11.05 0.7317
H -0.757 2.502 -2.576 -0.46 1.06 -0.72 0.5332
H -0.170 0.869 -2.224 0.09 -2.86 -3.44 0.3205
H -0.768 -0.319 0.068 0.78 -0.58 0.50 0.3834
H -2.847 -1.056 1.279 0.56 -1.15 -0.22 0.2349
H -4.515 -1.038 2.769 -1.09 0.25 -1.67 0.3336
H -5.020 -2.079 1.546 2.82 -7.83 -3.95 0.5934
```
Positions in Å, forces in eV/Å.

DFT total energy: -1068.77167 Eh
Gap between HOMO and LUMO: 8.1 eV
2S+1: 1
ΔE to the lowest compared entry with this formula, charge and spin: 362.9 kcal/mol
Lowest unoccupied orbital energy: 0.472 eV